Entry 1:
# C5H9NO

C5H9NO in the gas phase at a distorted geometry (wB97M-V/def2-TZVPD, OMol25).

The geometry in XYZ format:
```
16
Properties=species:S:1:pos:R:3:forces:R:3:mulliken_charge:R:1
N -0.8016 -1.2670 -0.4636 1.15 0.59 0.88 -0.4455
C -0.2294 -0.4778 -1.4393 0.72 0.13 -0.44 0.3780
C -0.5059 0.9789 -1.1182 0.05 0.17 -0.21 -0.4471
C -0.7310 0.9683 0.4030 -0.26 -0.34 -0.11 -0.5988
C -0.2297 -0.4536 0.7629 -0.73 -0.82 -0.46 0.0971
C 1.2771 -0.3986 1.0576 -0.35 -0.07 0.18 -1.2406
O 0.5814 -0.8928 -2.2363 -0.46 0.19 -0.71 -0.6210
H -0.4765 -2.2306 -0.6543 -0.01 0.66 0.86 0.2933
H 0.3805 1.5327 -1.4286 -0.14 0.14 0.05 0.2710
H -1.3734 1.3592 -1.6576 0.10 -0.06 -0.12 0.3033
H -1.7893 1.0245 0.6526 -0.05 0.10 -0.14 0.3056
H -0.2328 1.8271 0.8883 0.02 -0.75 0.02 0.3200
H 1.1932 0.1056 2.0303 0.76 -0.11 -0.05 0.3900
H -0.7106 -0.9224 1.6153 -0.12 0.29 0.22 0.3780
H 1.7472 -1.3811 1.1935 -0.16 0.25 -0.06 0.3435
H 1.9008 0.2275 0.3943 -0.50 -0.36 0.09 0.2733
```
Forces are in eV/Å.

Computed properties:
Relative energy (zero: lowest compared OMol25 entry of this formula, charge and spin), kcal per mole: 21.32
E_HOMO, eV: -9.5
Gap between HOMO and LUMO, eV: 10.5
Structure (SMILES): C[C@H]1CCC(=O)N1

---

Entry 2:
# C5H9NO

C5H9NO in the gas phase (wB97M-V/def2-TZVPD, OMol25).

The geometry in XYZ format:
```
16
Properties=species:S:1:pos:R:3:forces:R:3:mulliken_charge:R:1
C 1.1390 0.1745 -1.8371 0.07 -0.04 -0.21 -0.9387
N 0.6785 0.0908 -0.4746 0.08 0.14 -0.01 -0.1114
C 1.1065 -0.8639 0.5010 0.25 -0.01 0.10 -0.4378
C -0.2994 -0.8580 -0.0180 -0.14 0.00 -0.10 -0.0298
C -1.4058 -0.2608 0.8137 -0.21 -0.11 0.12 0.2639
O -2.3296 -0.9426 1.2036 0.33 0.23 -0.16 -0.5756
C -1.2985 1.2269 1.0972 -0.06 0.04 0.07 -0.9294
H 1.8414 1.0111 -1.8999 0.02 -0.20 -0.09 0.2904
H 0.2824 0.4167 -2.4739 0.13 -0.05 0.05 0.3238
H 1.6245 -0.7299 -2.2307 -0.08 -0.02 0.13 0.3109
H 1.7275 -1.7073 0.1971 -0.09 0.10 -0.04 0.2843
H 1.3227 -0.4721 1.4942 -0.01 -0.05 -0.14 0.2152
H -0.5747 -1.7152 -0.6364 -0.02 0.19 0.08 0.4349
H -2.1023 1.7248 0.5397 0.10 -0.09 0.15 0.2712
H -1.4487 1.4221 2.1619 -0.09 -0.07 -0.14 0.2985
H -0.3421 1.6286 0.7541 -0.28 -0.07 0.19 0.3296
```
Forces are in eV/Å.

Computed properties:
Relative energy (zero: lowest compared OMol25 entry of this formula, charge and spin), kcal per mole: 50.51
E_HOMO, eV: -9.1
Gap between HOMO and LUMO, eV: 10.0
Structure (SMILES): CC(=O)[C@@H]1CN1C

---

Entry 3:
# C5H9NO

C5H9NO in the gas phase at a distorted geometry (wB97M-V/def2-TZVPD, OMol25).

The geometry in XYZ format:
```
16
Properties=species:S:1:pos:R:3:forces:R:3:mulliken_charge:R:1
O 2.4578 1.2333 2.4139 -2.30 -2.38 0.09 -0.5486
C 1.6272 0.4966 1.8534 2.42 1.53 -3.20 0.1272
N 0.5472 1.0298 1.1214 0.53 0.21 0.38 -0.2157
C 0.5976 0.7929 -0.3791 -2.11 0.51 0.81 -0.4875
C -0.8430 0.4054 -0.9435 1.58 1.13 -0.12 -0.5447
C -1.2562 -0.8735 -0.3101 0.07 -2.61 -0.46 -0.1799
C -1.2124 -2.1197 -0.8962 0.04 3.10 0.45 -0.7505
H 1.8419 -0.5364 1.3804 -0.02 0.77 1.74 0.3056
H 0.4873 1.9887 1.4603 -0.33 0.07 -0.74 0.2349
H 0.7463 1.6624 -0.9992 1.03 0.90 0.62 0.2503
H 1.4234 0.1109 -0.5358 -0.30 -0.50 -0.47 0.3610
H -0.8117 0.6151 -2.1094 -0.19 -1.42 2.23 0.3243
H -1.5476 1.1908 -0.5790 0.61 -0.37 -0.13 0.2710
H -1.4690 -0.8707 0.8156 -0.47 0.42 -1.91 0.2794
H -0.6682 -2.3504 -1.8176 -0.74 0.28 0.02 0.2688
H -1.9206 -2.7751 -0.4752 0.16 -1.64 0.69 0.3045
```
Forces are in eV/Å.

Computed properties:
Relative energy (zero: lowest compared OMol25 entry of this formula, charge and spin), kcal per mole: 74.88
E_HOMO, eV: -9.1
Gap between HOMO and LUMO, eV: 10.0
Structure (SMILES): C=CCCNC=O

---

Entry 4:
# C5H9NO

C5H9NO in the gas phase (wB97M-V/def2-TZVPD, OMol25).

The geometry in XYZ format:
```
16
Properties=species:S:1:pos:R:3:forces:R:3:mulliken_charge:R:1
C -1.2668 -0.5263 1.1133 0.05 0.07 -0.05 -1.3727
C -1.2119 0.0268 -0.2925 -0.14 -0.19 0.09 0.1483
N -0.8140 1.4254 -0.4207 -0.17 0.21 -0.08 -0.6474
C 0.0200 0.4041 -1.0441 0.11 -0.15 -0.10 -0.0089
C 1.4740 0.2748 -0.5771 -0.05 -0.05 -0.04 -0.5918
C 1.6917 -0.6558 0.5984 -0.02 -0.16 -0.12 -0.1663
O 1.8400 -1.8473 0.4818 -0.04 0.33 0.02 -0.4891
H -0.5518 -0.0143 1.7629 -0.07 -0.06 -0.11 0.3461
H -2.2614 -0.3584 1.5372 0.08 0.01 -0.08 0.3793
H -1.0652 -1.5976 1.1374 0.02 0.01 -0.02 0.2948
H -2.0283 -0.3202 -0.9329 0.17 0.13 0.14 0.4077
H -1.3743 1.9238 -1.1046 0.07 -0.04 0.05 0.2379
H -0.0831 0.3050 -2.1252 0.06 0.00 0.19 0.4220
H 1.8445 1.2751 -0.3306 -0.02 -0.12 -0.01 0.2841
H 2.0689 -0.1296 -1.4026 -0.09 0.05 0.10 0.3355
H 1.7175 -0.1857 1.5992 0.03 -0.03 0.01 0.4204
```
Forces are in eV/Å.

Computed properties:
Relative energy (zero: lowest compared OMol25 entry of this formula, charge and spin), kcal per mole: 50.16
E_HOMO, eV: -9.8
Gap between HOMO and LUMO, eV: 10.7
Structure (SMILES): C[C@H]1N[C@H]1CC=O

---

Entry 5:
# C5H9NO

C5H9NO in the gas phase (wB97M-V/def2-TZVPD, OMol25).

The geometry in XYZ format:
```
16
Properties=species:S:1:pos:R:3:forces:R:3:mulliken_charge:R:1
C -2.7502 -0.6262 0.2371 -0.15 0.07 0.08 -1.0398
C -1.5205 -0.7115 -0.6074 0.12 -0.32 -0.03 -0.4232
C 1.3420 1.4073 -0.3455 -0.07 -0.12 0.03 -1.3044
C 1.6663 0.1554 0.4517 -0.02 0.39 0.26 0.5332
O 2.9495 -0.2119 0.0371 0.23 -0.32 0.25 -0.5344
C -0.3333 -0.8732 -0.0944 0.49 -0.05 -0.19 0.4094
N 0.7994 -1.0281 0.3444 -0.49 0.25 -0.68 -0.5188
H -3.2838 0.3001 0.0196 -0.18 -0.08 0.11 0.2806
H -2.4844 -0.6447 1.2973 -0.14 0.03 -0.12 0.3106
H -3.4022 -1.4813 0.0272 -0.03 0.21 0.09 0.3021
H -1.6007 -0.7406 -1.6887 0.00 -0.05 0.06 0.3596
H 1.4134 1.2235 -1.4236 -0.07 -0.08 0.22 0.3404
H 0.3482 1.7951 -0.1038 0.21 0.03 -0.02 0.4015
H 1.6152 0.3956 1.5197 0.34 0.10 0.08 0.2436
H 2.1249 2.1282 -0.0737 -0.38 -0.02 -0.11 0.3244
H 3.1161 -1.0877 0.4030 0.13 -0.05 -0.04 0.3150
```
Forces are in eV/Å.

Computed properties:
Relative energy (zero: lowest compared OMol25 entry of this formula, charge and spin), kcal per mole: 49.52
E_HOMO, eV: -8.8
Gap between HOMO and LUMO, eV: 9.7
Structure (SMILES): CC=C=N[C@H](C)O

---

Entry 6:
# C5H9NO

C5H9NO in the gas phase at a distorted geometry (wB97M-V/def2-TZVPD, OMol25).

The geometry in XYZ format:
```
16
Properties=species:S:1:pos:R:3:forces:R:3:mulliken_charge:R:1
C -1.3063 -0.6085 -0.9002 0.02 0.03 -0.06 -1.4023
C -0.7773 -0.2288 0.4745 -0.07 0.23 -0.20 0.0638
O -0.7130 -1.4203 1.2469 -0.11 -0.06 0.24 -0.5584
C 0.6260 0.4499 0.4994 0.02 -0.01 0.04 0.6180
C 1.6414 -0.0186 -0.5515 0.01 -0.06 -0.06 -1.4746
C 0.4811 1.9132 0.4487 -0.14 0.94 0.00 0.1114
N 0.3541 3.0631 0.4335 0.11 -1.06 -0.05 -0.4659
H -1.2853 0.2273 -1.6070 0.04 -0.06 0.13 0.3395
H -2.3418 -0.9471 -0.7929 0.17 0.07 -0.05 0.3649
H -0.7283 -1.4432 -1.3091 -0.02 0.16 0.04 0.3303
H -1.4772 0.4813 0.9354 0.10 -0.13 -0.02 0.4693
H -1.2155 -1.2855 2.0573 0.15 -0.10 -0.07 0.3444
H 1.0282 0.2143 1.4919 -0.05 0.09 -0.10 0.1724
H 2.6225 0.4165 -0.3358 -0.17 -0.08 -0.04 0.4290
H 1.3533 0.2942 -1.5599 -0.02 -0.08 0.17 0.3114
H 1.7379 -1.1078 -0.5314 -0.06 0.14 0.03 0.3470
```
Forces are in eV/Å.

Computed properties:
Relative energy (zero: lowest compared OMol25 entry of this formula, charge and spin), kcal per mole: 24.50
E_HOMO, eV: -10.8
Gap between HOMO and LUMO, eV: 11.4
Structure (SMILES): C[C@@H](O)[C@@H](C)C#N

---

Entry 7:
# C5H9NO

C5H9NO in the gas phase at a distorted geometry (wB97M-V/def2-TZVPD, OMol25).

The geometry in XYZ format:
```
16
Properties=species:S:1:pos:R:3:forces:R:3:mulliken_charge:R:1
C -2.4259 -0.2993 0.0134 0.41 0.38 0.05 -1.2610
C -0.9066 -0.4391 -0.3848 0.98 0.87 0.11 0.2244
C 0.3630 0.8901 -0.2758 -2.12 -1.62 -0.30 -0.6742
C 1.7798 0.5943 0.2257 -0.26 1.43 -0.18 -0.5332
O 2.5416 -0.2305 -0.6181 0.03 -0.03 -0.11 -0.5278
C -0.1664 -1.2894 0.5153 0.91 -0.61 0.80 0.3253
N 0.6556 -1.6888 1.2266 -1.04 -0.45 -0.28 -0.5904
H -2.9392 0.4491 -0.5986 0.28 0.01 0.07 0.3288
H -2.5532 -0.0257 1.0645 0.17 0.10 -0.13 0.3294
H -3.0119 -1.2332 -0.1194 0.80 0.27 -0.09 0.3483
H -0.8846 -0.8734 -1.3996 0.35 0.40 0.39 0.2546
H 0.5129 1.2553 -1.2979 -0.49 -0.02 0.18 0.3321
H -0.0001 1.6815 0.3951 -0.33 -0.25 -0.42 0.3531
H 1.9362 0.3676 1.2925 -0.50 -0.02 -0.50 0.4685
H 2.0151 1.6818 0.0619 1.17 -0.66 0.44 0.2728
H 3.0835 -0.8403 -0.1007 -0.37 0.20 -0.03 0.3494
```
Forces are in eV/Å.

Computed properties:
Relative energy (zero: lowest compared OMol25 entry of this formula, charge and spin), kcal per mole: 65.12
E_HOMO, eV: -10.0
Gap between HOMO and LUMO, eV: 10.9
Structure (SMILES): C[C@H](C#N)CCO

---

Entry 8:
# C5H9NO

C5H9NO in the gas phase at a distorted geometry (wB97M-V/def2-TZVPD, OMol25).

The geometry in XYZ format:
```
16
Properties=species:S:1:pos:R:3:forces:R:3:mulliken_charge:R:1
C -0.0198 -1.3011 0.6298 2.48 -2.48 1.84 -0.5592
C 1.0791 -1.0659 -0.3714 -1.35 -0.28 -1.33 -0.5229
C 1.5416 0.3608 -0.1452 1.92 2.70 0.46 -0.5958
C 0.4951 1.4952 0.2678 -0.89 -1.46 1.60 0.0427
C -1.2746 -0.7162 0.1696 -3.84 -2.92 -0.74 -0.4486
H -0.1943 -2.4254 0.6123 0.30 1.25 1.14 0.3077
H 0.4223 -0.8264 1.5820 -1.33 -1.32 -0.74 0.2484
H 1.9156 -1.7484 -0.4647 0.35 -0.16 1.18 0.3930
H 0.5725 -1.3841 -1.3305 0.60 1.54 0.19 0.2768
H 1.9894 0.7153 -1.0774 0.30 0.22 0.07 0.3570
H 2.4334 0.4743 0.6787 -2.19 -0.68 -1.90 0.2418
H 0.8064 2.3266 1.1097 -0.83 -1.98 -2.67 0.2938
H -1.9483 -0.3529 0.8996 -0.51 -0.18 1.88 0.4744
H -1.9561 -1.4603 -0.4095 1.46 0.74 0.81 0.2652
N -0.7872 1.3566 0.0643 2.77 4.28 2.14 -0.6451
O -1.1823 0.3185 -0.6692 0.75 0.73 -3.94 -0.1290
```
Forces are in eV/Å.

Computed properties:
Relative energy (zero: lowest compared OMol25 entry of this formula, charge and spin), kcal per mole: 113.54
E_HOMO, eV: -9.1
Gap between HOMO and LUMO, eV: 10.1
Structure (SMILES): C1=NOCCCC1

---

Entry 9:
# C5H9NO

C5H9NO in the gas phase at a distorted geometry (wB97M-V/def2-TZVPD, OMol25).

The geometry in XYZ format:
```
16
Properties=species:S:1:pos:R:3:forces:R:3:mulliken_charge:R:1
C 1.0058 -0.1904 0.7707 2.99 -0.92 1.73 -0.3397
C -0.1487 -0.9891 1.3490 0.47 2.23 0.83 -0.5686
C -1.4190 -0.1810 1.3131 -1.79 -1.62 0.20 -0.4102
C 1.0954 1.1193 -1.2931 -0.68 1.77 -0.97 0.0303
C 1.2812 1.1542 -2.7652 0.13 -1.36 0.88 -0.7099
N 1.1383 0.3527 -0.3890 -1.28 -0.43 0.92 -0.0845
O -2.5535 -0.8849 1.8755 1.09 -0.68 3.73 -0.5421
H 2.0134 -0.2512 1.2958 -1.45 0.02 -0.45 0.2938
H -0.1816 -1.8966 0.8875 -0.74 -2.54 -1.82 0.3410
H 0.0075 -1.3220 2.3961 0.46 0.82 -0.29 0.3473
H -1.2771 0.6783 1.9411 0.13 1.05 -0.51 0.3025
H -1.8925 -0.0804 0.3372 1.08 1.07 -0.41 0.2714
H 1.9535 0.2396 -2.9331 -1.16 1.27 -1.05 0.2685
H 1.7527 2.0981 -3.0093 0.34 -0.07 -0.22 0.2506
H 0.2446 1.2269 -3.2227 1.36 -0.74 0.32 0.2508
H -2.3197 -0.9993 2.8842 -0.96 0.13 -2.88 0.2987
```
Forces are in eV/Å.

Computed properties:
Relative energy (zero: lowest compared OMol25 entry of this formula, charge and spin), kcal per mole: 106.73
E_HOMO, eV: -7.0
Gap between HOMO and LUMO, eV: 7.7

---

Entry 10:
# C5H9NO

C5H9NO in the gas phase (wB97M-V/def2-TZVPD, OMol25).

The geometry in XYZ format:
```
16
Properties=species:S:1:pos:R:3:forces:R:3:mulliken_charge:R:1
C -0.8868 2.3598 0.3481 -0.05 0.04 0.00 -1.0135
C -0.4083 1.0047 0.7824 -0.25 0.09 0.16 0.6960
N -0.9126 0.3945 1.7700 0.17 0.02 -0.27 -0.6622
O 0.5819 0.5952 -0.0634 -0.07 0.04 -0.07 -0.3228
C 0.9862 -0.7464 -0.0543 0.10 -0.15 0.10 -0.1585
C 0.9883 -1.3907 -1.4011 0.13 -0.04 -0.13 -0.6273
C -0.0418 -1.7847 -0.3792 -0.18 -0.06 0.11 -0.4615
H -0.1869 3.1381 0.6643 -0.04 -0.10 0.00 0.2463
H -0.9446 2.3915 -0.7426 -0.01 0.02 0.13 0.2990
H -1.8670 2.5580 0.7794 0.14 0.00 0.02 0.3285
H -0.5025 -0.5244 1.9290 0.09 0.08 -0.09 0.2973
H 1.7804 -0.9641 0.6537 -0.09 -0.02 -0.06 0.3572
H 0.6596 -0.7612 -2.2198 0.03 -0.05 0.09 0.2389
H 1.7757 -2.0934 -1.6512 -0.08 0.10 0.10 0.2501
H -1.0546 -1.4200 -0.5101 0.10 -0.07 -0.05 0.2601
H 0.0331 -2.7569 0.0947 0.02 0.11 -0.04 0.2725
```
Forces are in eV/Å.

Computed properties:
Relative energy (zero: lowest compared OMol25 entry of this formula, charge and spin), kcal per mole: 42.89
E_HOMO, eV: -10.1
Gap between HOMO and LUMO, eV: 11.1
Structure (SMILES): [H]/N=C(/C)OC1CC1

---

no.,energy (eV)
1,-8868.288
2,-8867.022
3,-8865.966
4,-8867.037
5,-8867.065
6,-8868.150
7,-8866.389
8,-8864.289
9,-8864.585
10,-8867.353